No. 1
C30H43F16O2P | ωB97M-V/def2-TZVPD

```
92
Properties=species:S:1:pos:R:3:forces:R:3
F -1.565022 3.319978 -1.944314 -0.28 -0.02 0.24
H -5.787068 3.805076 -0.622332 0.19 -0.25 -0.21
H -0.229277 -2.323375 3.770376 0.52 -2.13 1.47
H 2.746876 -2.838181 1.894780 -1.39 -1.29 -1.22
H -5.242761 4.942735 -1.810031 0.23 -0.30 -0.13
C 1.585503 -0.399507 0.788190 0.95 0.54 0.09
C 0.765749 -4.156104 2.070101 0.75 -1.00 0.16
H 3.118224 -1.362641 -0.648088 -2.51 -0.11 0.40
C 2.105468 -3.580901 1.256223 -0.96 -1.38 -0.48
H 5.050265 -1.087469 -5.074615 -0.18 0.10 0.15
C 1.003653 -0.903200 -6.792458 0.70 0.79 -0.17
F -0.030560 -0.267535 -7.428567 -0.06 -0.49 0.32
C -1.354319 -1.037845 0.373221 -1.03 -0.11 -0.61
C 0.922498 1.688280 6.778278 0.38 0.30 0.11
C 0.483846 3.247050 4.482508 3.68 -0.28 -1.36
H -0.638747 3.363913 4.865028 2.76 -0.28 -1.02
H 0.202394 4.641397 2.451786 1.92 -1.62 1.53
H 0.798935 -5.377643 4.048974 0.70 2.01 -0.64
F -3.915494 1.934078 -1.544327 0.20 0.44 -0.10
F -7.150282 3.818792 -4.344244 0.54 -0.56 -0.11
C 1.046773 -4.290170 3.692323 -1.36 0.19 -0.88
H 1.169736 -0.964052 1.752710 0.73 1.19 -2.25
F 4.703312 -2.952356 -4.457356 -0.35 0.36 0.22
H 0.382866 -0.320142 7.724887 1.97 0.73 -1.61
C 3.029736 -1.258131 -4.273851 -1.62 1.28 0.43
F 2.057095 -2.180235 -4.077943 0.85 0.11 0.38
H 0.052022 -2.818470 6.751428 1.62 0.29 -1.63
H -1.024208 -3.761048 4.752653 2.02 0.63 -0.80
C -0.934312 0.524415 0.111606 -0.78 0.00 0.14
H -2.653173 4.980174 -1.974084 -0.17 0.01 0.11
C 1.538323 2.329821 5.401250 0.50 2.22 -3.63
C 0.712642 -2.400077 -6.798864 -0.23 -0.91 -0.57
H -0.908895 -1.500865 1.374227 -0.67 1.14 -2.37
H 2.741382 -0.962986 5.046558 -0.36 -0.40 0.87
C -3.007102 -1.252573 0.518651 1.36 -0.14 1.04
F -5.165641 2.595083 -5.966828 -0.27 0.28 0.40
H 1.430012 -1.108091 -1.466500 0.91 -0.40 2.08
F -5.141939 4.549513 -3.986365 -0.59 -0.43 -0.60
H 0.433423 -3.243787 -0.274529 2.40 0.78 0.14
F 0.631699 -2.866074 -8.074684 -0.05 0.38 0.07
H 2.864219 4.405972 1.567588 -0.59 -1.45 2.42
F -4.226347 1.792152 -4.173729 -0.60 0.09 -0.05
H 1.775860 -3.390767 6.018127 -2.51 0.99 -0.20
C 0.644056 0.877167 0.375809 0.02 0.37 0.94
H 0.473613 -0.746686 -4.659960 0.22 -0.15 -0.28
C 3.618842 2.923741 3.457943 -4.26 0.86 0.94
H 2.274379 0.001536 7.583235 -2.20 0.27 -0.88
C -3.866685 3.281132 -1.364516 -0.61 -0.88 0.20
H -1.253318 0.822846 -0.998136 0.67 -0.72 2.43
H 4.748409 2.817955 3.091413 -2.84 0.19 1.03
P 1.350549 -0.953317 5.422172 -1.63 0.39 -0.09
H 2.184220 -4.055263 3.914289 -2.46 -0.31 -0.32
H -3.335175 -0.539254 1.409211 0.32 -1.45 -2.07
C -5.401229 2.253361 -4.672114 0.39 -0.74 -0.46
H 2.750516 -4.551706 1.018063 -1.10 2.22 0.69
F 1.686032 -3.118733 -6.196911 -0.40 0.06 -0.38
H 2.134157 -3.617453 -1.035045 -1.25 1.36 1.69
H 1.378494 2.271107 7.707945 -0.93 -1.15 -2.02
H -6.119163 1.428803 -4.659243 -0.11 0.20 0.12
H -1.604119 1.182848 0.843605 1.44 -1.29 -1.59
F -2.972765 3.779260 -3.528235 0.33 0.04 0.43
C 2.555679 3.843771 2.564379 -1.48 -1.92 3.54
C -0.002655 -3.280154 4.445401 1.28 0.53 0.93
F 3.418619 -0.855541 -3.035395 0.40 -0.25 -0.83
C 1.948665 -1.416046 -0.457409 0.14 -0.55 0.16
H -1.040283 -1.643324 -0.590387 -0.32 0.96 2.21
C 0.977721 3.990634 3.077000 2.56 -2.20 2.46
H 0.672009 1.625049 1.305773 0.06 -1.59 -2.04
C 4.236398 -1.816860 -5.041477 0.67 -0.36 -0.57
H 1.100346 1.471332 -0.540115 -0.86 -1.39 1.81
F -3.557286 3.465324 -0.042153 0.13 0.39 -0.42
O -6.118313 3.155010 -2.490160 1.12 0.29 -1.53
H -3.583338 -1.057294 -0.480860 1.05 -0.32 2.07
H -0.252787 1.847000 6.842084 2.57 -0.21 -0.55
F 3.915239 -2.142797 -6.319003 0.16 0.36 0.51
C 1.131941 -0.272684 -5.397450 -0.31 0.98 0.47
C -2.760876 3.916360 -2.200603 1.07 0.08 -0.22
C 1.243295 0.098295 7.012636 0.76 0.18 1.65
H -3.132352 -2.374867 0.903979 -0.05 2.44 -1.05
C 0.777559 -2.767549 5.832954 0.47 -0.38 -0.27
C 3.080294 2.197828 4.861295 -2.08 1.98 -1.93
H -0.237723 -2.621911 -6.306717 -0.02 0.19 0.08
C -5.929213 3.453175 -3.872653 -0.66 1.10 1.68
C -5.268207 3.869648 -1.586865 -0.89 0.23 0.66
H -0.180080 -3.507243 1.817818 1.92 -1.13 0.72
C 1.586410 -2.991228 -0.182537 0.63 -0.45 -0.52
H 2.629673 0.059587 1.141790 -2.30 -0.89 -0.66
F 2.115354 -0.608951 -7.518277 -0.32 -0.32 0.16
H 0.515813 -5.262810 1.699833 0.61 2.49 0.41
H 0.748755 0.751638 -5.484878 0.24 -0.20 -0.19
O 2.463350 -0.106921 -4.898248 0.39 -1.88 0.06
H 3.877822 1.589979 5.472954 -1.84 1.29 -1.29
```
Positions in Å, forces in eV/Å.

Calculated values
HOMO energy   -7.94 eV

Atomic partial charges in e from the Mulliken method, atoms 1 to 5: F -0.21; H 0.42; H 0.02; H 0.33; H 0.34

=====

No. 2
C30H43FNO7P2Si | ωB97M-V/def2-TZVPD

```
85
Properties=species:S:1:pos:R:3:forces:R:3
C -2.808232 0.700002 -1.288261 0.09 -0.52 -0.23
C 1.600213 -4.959589 4.152331 0.05 0.24 0.25
O 3.001451 -1.274644 0.148222 -2.25 2.29 -0.95
H 4.655496 -2.206670 3.170286 -0.30 -0.14 0.30
C 2.194028 0.561980 -1.932105 -0.06 2.21 -3.50
C 2.408372 1.755358 -4.883973 -0.41 -1.56 4.13
C -0.009053 4.512674 -3.138805 -1.84 -0.04 1.93
H -5.091706 1.791772 -3.331979 -1.08 -0.72 1.22
C 3.379342 -2.631956 5.408539 -0.30 -0.22 0.53
C 0.225864 -4.300033 4.143755 0.97 -0.50 -0.94
C -1.157671 5.370466 -3.726998 -0.33 -1.53 3.75
H -5.823557 0.220663 -2.732424 -0.13 1.58 0.48
H 1.605739 -1.871581 -6.161076 0.64 0.33 -0.84
H 3.282451 -1.659370 5.899496 0.00 -0.10 -0.07
C 2.723201 -0.312206 -3.136764 0.31 1.68 -0.83
H 1.801545 -2.925671 -1.327810 0.11 0.51 -1.56
C 3.148826 -1.855210 -2.899040 -1.67 0.21 0.45
H -4.666627 3.873512 -2.108875 -0.64 0.04 1.45
C 2.857981 0.265847 -4.595052 -2.90 3.54 2.38
H -5.964249 4.347571 -0.770412 1.45 -0.38 -0.71
H 0.594745 -1.928070 6.673169 -0.01 -0.11 -0.05
H 1.118059 -3.619151 6.610265 0.06 0.12 -0.08
C -4.879952 4.058756 -1.001919 0.57 1.72 1.32
O 4.103680 0.411245 -7.247090 -2.89 -1.06 1.49
C -1.180656 -2.247405 4.501210 0.31 0.34 -0.83
H -1.225828 -1.222336 4.881571 0.06 -0.11 -0.03
O 0.943687 -1.654957 2.932796 1.56 0.30 5.54
H 3.618573 -4.541206 3.548476 0.03 0.56 0.18
F -3.448887 6.395177 -3.396823 2.23 -2.00 1.80
H -1.422280 3.761699 0.291464 0.18 0.73 -1.92
C 0.230135 -2.862031 4.718813 -2.63 0.57 3.41
H -2.920237 -0.440089 -1.458409 0.09 1.77 0.26
O 1.604579 3.163994 0.021657 -1.61 -0.79 -3.83
C -2.414594 5.604538 -2.811445 3.08 -1.63 0.05
H -3.755521 5.343728 0.558719 -0.19 -0.19 -1.71
C 1.156288 3.041367 -1.143205 0.09 0.60 1.06
H 3.319885 0.827241 -7.676024 0.76 -0.11 0.03
H 0.890717 -1.869246 -2.558827 1.29 -1.36 0.21
H 2.484044 2.140801 -5.956541 -0.16 -0.31 1.93
H -1.479819 -2.238281 3.450103 0.17 0.07 0.08
N 1.321146 -2.017002 4.139744 -2.30 -3.10 -9.11
Si -4.569022 1.417289 -0.911181 -0.43 -0.85 1.38
H -1.941676 -2.828156 5.028280 0.41 -0.07 0.06
H -4.336223 6.280715 -0.974264 0.75 -1.51 0.68
C -3.899294 5.293116 -0.574772 0.52 -0.67 -1.41
H -0.568305 -3.244112 6.725916 0.04 0.11 -0.35
H -6.666879 1.910866 -2.373645 1.19 -1.07 -0.06
O 1.915160 4.925422 -4.728488 -2.25 -3.14 2.72
H 4.448700 -2.833112 5.304419 -0.24 0.10 -0.29
H 1.911694 -5.185608 5.176017 -0.03 -0.01 -0.05
H -2.141081 0.831319 -0.365733 -0.73 -0.02 -1.43
H -4.838017 0.267597 1.407168 -0.92 -0.14 -1.36
C 2.680428 -2.632921 4.025385 4.06 1.35 1.71
H -6.486498 0.309434 0.428658 1.91 -0.08 0.22
H 3.935824 -1.963555 -2.074680 -1.14 0.36 -1.33
H 3.011572 -3.398524 6.087349 -0.09 0.09 0.00
C -2.513392 4.998675 -1.363605 1.41 0.57 -1.40
C 1.846288 2.616667 -3.697440 0.94 -2.47 0.16
O 2.304609 -1.648896 -6.826498 -0.10 1.66 1.60
H 1.558275 -3.534912 -3.062357 0.34 1.33 0.86
H 0.654880 -0.456055 0.110552 0.69 0.54 -0.51
P 3.541918 -0.728732 -6.067169 2.18 -0.89 -0.46
H -0.143255 -4.285616 3.110821 0.00 0.31 0.07
H 3.696659 -0.759185 3.484949 -0.05 -0.11 0.06
C 1.759316 2.020811 -2.240750 0.63 -1.00 -2.45
H -5.161886 -0.874651 -0.028634 -0.18 1.35 0.64
H -2.350980 1.128658 -2.244320 -0.34 -0.44 1.47
P 2.034038 -0.086150 -0.163094 2.67 -2.34 0.62
C -0.080448 3.929808 -1.679276 -2.19 1.18 -0.97
H -0.474858 -4.924212 4.707148 -0.04 0.53 0.21
C 2.631832 -4.074532 3.462612 -1.25 -0.76 -0.39
C 0.365263 -2.915164 6.261774 0.44 -0.10 0.29
H 2.402079 -4.046819 2.390594 0.01 0.35 0.06
C 1.333937 4.129194 -3.949634 0.48 1.21 -1.14
H -1.095210 5.785022 -4.785608 -0.14 -0.59 1.75
O -4.533482 2.959228 -0.118446 -0.21 -1.00 -2.35
C -5.337041 0.182145 0.379758 -0.27 -0.30 -0.20
H 3.350291 -1.791255 2.083691 -0.07 0.09 0.16
C 3.642858 -1.795902 3.137857 -0.78 0.13 -0.61
H 1.543434 -5.921842 3.633449 0.00 0.10 0.02
H 3.467412 -2.382748 -3.857484 -0.12 1.19 1.23
H 2.344544 0.925747 0.830168 -0.61 -0.22 -1.20
C -5.692178 1.324345 -2.455197 0.83 0.60 -1.18
C 1.772161 -2.609103 -2.424699 -0.25 0.21 -0.06
C -1.344628 4.174023 -0.776351 0.49 1.51 -3.79
```
Positions in Å, forces in eV/Å.

Calculated values
Charge   +1
HOMO energy   -10.35 eV

Atomic partial charges in e from the Mulliken method, atoms 1 to 5: C -0.74; C -0.53; O -0.75; H 0.42; C 0.36